Below is one molecule with the formula C3H3N3O, with properties calculated with wB97M-V/def2-TZVPD.

As for the SMILES: [H]/N=N/C=C\N=C=O. The HOMO energy is -0.347 hartree. For the energy, the calculation gives -355.56319 Eh. The calculation puts the energy relative to the best compared isomer or geometry (same formula, charge and spin) at 48.1 kcal/mol. For the orbital gap, the calculation gives 9.14 eV.

```
10
C3H3N3O | the Open Molecules 2025 dataset | wB97M-V/def2-TZVPD
H -2.390 -0.705 -1.116
C -0.382 1.379 1.167
N 0.810 1.074 1.141
C 0.657 -0.690 -0.484
C 1.376 0.082 0.351
N -1.435 -1.073 -1.256
H 1.075 -1.465 -1.119
H 2.448 -0.016 0.473
O -1.444 1.826 1.339
N -0.714 -0.410 -0.496
```

Mulliken population analysis, charges in e, atoms 1 to 8: H 0.269; C 0.782; N -0.477; C -0.101; C -0.320; N -0.804; H 0.428; H 0.389


Below is C50H38ClF3InNO4S7Sb2 as an isolated structure, with properties calculated with wB97M-V/def2-TZVPD.

The charge is -2. The HOMO energy is -0.088 hartree. For the energy, the calculation gives -6501.82357 Eh. The calculation puts the energy relative to the best compared isomer or geometry (same formula, charge and spin) at 25.0 kcal/mol. For the orbital gap, the calculation gives 6.00 eV.

```
107
C50H38ClF3InNO4S7Sb2 | the Open Molecules 2025 dataset | wB97M-V/def2-TZVPD
C -3.761 -3.156 0.847
C 1.870 -0.566 3.954
C -0.660 4.272 -1.233
H -1.118 2.162 6.256
H 3.274 -8.083 -0.137
H -0.095 -0.920 -4.911
H 4.249 -2.939 -0.152
H 2.965 -3.463 2.591
C 1.795 -1.005 -3.839
S -2.314 -2.720 -0.031
C 2.704 0.064 -0.404
O 5.155 0.153 6.508
H 5.757 0.964 0.764
C 1.059 2.561 -2.589
C -1.044 2.964 -1.500
C -4.198 2.680 -1.872
H -1.770 2.638 -4.349
H 0.810 -2.946 -3.746
C 2.920 -7.072 -0.307
C 1.806 -6.594 0.376
S -0.003 1.240 0.873
C -0.024 2.921 4.552
C -0.877 2.039 5.208
H 1.745 0.518 -0.636
C 0.473 -0.298 -4.208
H -3.567 -1.143 -3.400
H 1.286 -7.232 1.083
O -2.546 0.610 -0.909
F 2.305 3.204 2.093
C 2.958 -2.575 3.216
S -4.906 -4.201 0.031
Sb 1.153 -2.483 -1.088
H 2.407 -1.080 -4.745
C 0.261 2.755 3.211
C 0.590 4.728 -1.641
C 5.135 -0.809 5.789
H -5.682 1.691 -5.823
F 0.558 4.321 1.458
H 0.666 0.656 -4.708
H 3.645 -4.322 -2.142
H 1.750 1.902 -3.108
H -5.037 3.978 -3.375
S 0.506 -2.205 2.146
C 3.575 -6.247 -1.214
C -4.729 0.166 -4.642
H 2.373 -0.380 -3.149
F 1.490 4.761 3.367
C -3.178 1.269 -0.059
C 5.133 -1.047 0.327
H 4.863 -2.989 4.016
H 6.062 -2.372 5.216
C -4.995 4.890 -1.432
C 3.736 0.887 0.036
H -2.097 0.282 4.907
H 0.480 -4.936 0.694
H -3.992 1.867 -2.562
O -3.240 0.991 1.184
C -0.295 1.651 2.513
N -1.117 0.811 3.188
C -3.597 -0.185 -3.914
O 6.198 -1.660 5.846
C 1.452 3.869 -2.313
C -4.105 -2.792 2.097
C 1.630 -2.421 -3.240
C 1.351 -5.296 0.156
C 4.099 -1.866 -0.120
H 6.075 -1.488 0.637
H 0.427 3.744 5.089
C -1.413 1.003 4.471
S -7.460 -5.262 1.156
C -0.195 2.096 -2.196
C -3.723 2.288 -5.163
H 2.958 0.601 5.385
C 3.117 -4.950 -1.431
C 4.044 -1.149 4.847
H 0.893 5.746 -1.425
H 3.572 1.957 0.115
H -5.567 -0.522 -4.706
S -5.633 -3.441 2.663
S -3.214 -1.766 3.182
C -6.073 -4.353 1.279
C 2.946 -0.294 4.775
Cl -5.701 6.389 -2.005
H -4.847 5.588 0.590
Sb -0.875 0.076 -2.528
C -3.863 2.531 -0.531
C -4.104 3.575 0.355
H -3.838 3.439 1.397
C -2.512 0.693 -3.801
H -2.009 2.604 -1.149
H 2.537 -3.009 -3.400
C 1.829 -1.729 3.164
H -1.330 4.930 -0.689
C 4.028 -2.292 4.037
C 1.151 3.747 2.519
In -1.664 -0.721 1.416
H 4.442 -6.613 -1.754
C 2.872 -1.321 -0.501
H 2.435 4.214 -2.616
C 4.955 0.330 0.401
C -4.796 1.408 -5.266
C 2.009 -4.449 -0.743
H 1.039 0.123 3.916
C -2.592 1.933 -4.435
H -3.773 3.261 -5.643
C -4.775 3.858 -2.330
C -4.667 4.765 -0.091
```

Mulliken population analysis, charges in e, atoms 1 to 8: C -0.142; C 0.137; C -0.390; H 0.430; H 0.352; H 0.653; H 0.309; H 0.311


Below is one molecule with the formula C8H11NS, with properties calculated with wB97M-V/def2-TZVPD.

As for the SMILES: CSC1(C#N)CC2(CC2)C1. The HOMO energy is -0.330 hartree. For the energy, the calculation gives -764.25559 Eh. The calculation puts the energy relative to the best compared isomer or geometry (same formula, charge and spin) at 58.8 kcal/mol. For the orbital gap, the calculation gives 9.67 eV.

```
21
C8H11NS | the Open Molecules 2025 dataset | wB97M-V/def2-TZVPD
C 2.778 -0.139 0.230
C 1.978 1.159 0.137
H 3.231 -0.395 1.161
H 0.531 -1.764 1.638
C -1.786 -1.492 -0.049
N -2.570 -2.227 -0.420
H 3.485 -0.509 -0.567
H -3.295 0.148 -0.455
C -0.765 -0.567 0.227
H 1.973 1.644 -0.723
H 0.368 -1.532 -1.258
H 2.091 1.785 0.951
C 0.266 -0.523 -0.929
H -2.419 0.957 -1.576
H -0.009 0.145 -1.698
H 0.367 -0.107 2.227
S -1.600 1.127 0.701
C -2.853 1.136 -0.608
C 0.318 -0.686 1.240
C 1.284 -0.169 0.173
H -3.375 2.008 -0.403
```

Mulliken population analysis, charges in e, atoms 1 to 8: C -0.634; C -1.183; H 0.268; H 0.295; C -0.110; N -0.497; H 0.209; H 0.289


Below is one molecule with the formula C11H12ClNO, with properties calculated with wB97M-V/def2-TZVPD.

The HOMO energy (alpha / beta) is -0.234 / -0.228 hartree. For the energy, the calculation gives -1016.39513 Eh. The calculation puts the energy relative to the best compared isomer or geometry (same formula, charge and spin) at 45.7 kcal/mol. For the orbital gap (alpha / beta), the calculation gives 6.91 / 6.14 eV.

```
26
C11H12ClNO | the Open Molecules 2025 dataset | wB97M-V/def2-TZVPD
Cl 3.180 2.121 0.197
C 1.793 -2.926 -0.437
C -0.325 2.441 0.199
H 0.203 2.997 1.035
C 0.420 -0.883 -0.477
H 1.908 -3.939 -0.585
C 1.614 -0.160 -0.045
O -0.836 1.177 0.923
H 0.324 1.464 -1.704
N -0.855 -0.506 -0.659
C 0.692 2.052 -0.936
H -3.032 1.877 0.401
C 2.845 -2.267 0.259
C 0.668 -2.264 -0.786
C 2.679 -0.929 0.515
H -1.177 2.815 -0.221
H -1.403 -1.254 -1.049
H 3.330 -0.452 1.276
H 1.237 2.936 -1.402
H 3.720 -2.917 0.605
H -3.711 0.496 0.107
C 1.804 1.173 -0.299
C -2.887 1.013 -0.277
H -0.155 -2.794 -1.108
C -1.550 0.431 0.091
H -3.028 1.136 -1.424
```

Mulliken population analysis, charges in e, atoms 1 to 8: Cl -0.228; C -0.660; C -0.528; H 0.299; C 0.800; H 0.449; C 0.637; O -0.415


Below is one molecule with the formula C5H11N3O, with properties calculated with wB97M-V/def2-TZVPD.

As for the SMILES: C[C@H]1C(N)=C(N)[C@@]1(N)O. The HOMO energy is -0.241 hartree. For the energy, the calculation gives -436.57188 Eh. The calculation puts the energy relative to the best compared isomer or geometry (same formula, charge and spin) at 47.2 kcal/mol. For the orbital gap, the calculation gives 7.44 eV.

```
20
C5H11N3O | the Open Molecules 2025 dataset | wB97M-V/def2-TZVPD
H 1.261 -1.623 2.086
H -0.189 -2.024 1.147
C 0.282 -1.252 1.763
H 0.772 0.860 1.671
N -0.397 -0.248 -2.361
C -1.001 0.368 0.072
H -1.756 1.995 1.064
H 2.648 0.240 -1.612
N -1.353 1.765 0.161
H 3.066 0.159 0.033
C 1.063 0.022 -0.352
N 2.354 0.002 -0.671
H -1.371 -0.307 -2.634
C -0.100 -0.003 -1.075
H 0.177 -0.913 -2.871
H -0.546 2.368 0.027
C 0.414 0.062 1.006
H -0.334 -1.121 2.660
O -2.164 -0.413 0.206
H -2.826 0.062 -0.320
```

Mulliken population analysis, charges in e, atoms 1 to 8: H 0.357; H 0.315; C -1.391; H 0.356; N -0.514; C 0.732; H 0.214; H 0.194


Below is a 11-piece molecular cluster, C2H25O11 overall, with properties calculated with wB97M-V/def2-TZVPD.

The charge is -1. The HOMO energy is -0.209 hartree. For the energy, the calculation gives -918.85740 Eh. The calculation puts the energy relative to the best compared isomer or geometry (same formula, charge and spin) at 23.2 kcal/mol. For the orbital gap, the calculation gives 8.32 eV.

```
38
C2H25O11 | the Open Molecules 2025 dataset | wB97M-V/def2-TZVPD
H -1.437 -1.807 0.877
O 4.131 -0.389 -0.641
H -2.250 1.112 -1.467
H -1.829 2.814 -3.687
O 0.768 2.608 -2.429
O -3.492 -0.135 1.874
H -2.225 0.400 -0.006
O -1.804 2.149 -3.008
H 3.396 -0.225 -0.024
H 1.275 2.723 -3.221
O 1.236 -2.557 1.062
O -1.292 -0.662 3.373
H -0.573 -0.805 -0.868
O -1.835 -2.707 0.905
H 1.131 1.867 -2.040
H 1.219 -0.325 -1.795
H -0.533 -0.626 3.978
H 2.679 0.093 -1.898
H -1.424 -3.251 0.246
C 1.407 0.692 1.371
C 0.036 0.772 0.682
H -0.045 -2.074 -1.709
O 1.822 0.260 -2.238
H -3.960 -0.909 2.136
H 1.900 -2.513 1.802
O -0.412 -1.171 -1.744
H 0.064 1.176 -0.352
H -1.097 -0.539 2.443
H -0.560 1.408 1.306
O -0.492 -0.528 0.683
H 1.768 1.689 1.297
O -2.756 0.545 -0.826
H 0.694 -1.701 1.077
H -0.891 2.243 -2.605
H -2.801 -0.150 2.500
H 1.122 0.320 2.355
H 4.835 0.099 -0.282
H 2.226 0.102 0.874
```

Mulliken population analysis, charges in e, atoms 1 to 8: H 0.466; O -0.764; H 0.433; H 0.280; O -0.682; O -0.605; H 0.218; O -0.713


Below is one molecule with the formula C20H22ClN2O4P, with properties calculated with wB97M-V/def2-TZVPD.

As for the SMILES: CCOP(=O)(OCC)c1nc(-c2ccc(Cl)cc2)oc1NCc1ccccc1. The HOMO energy is -0.282 hartree. For the energy, the calculation gives -1987.45264 Eh. For the orbital gap, the calculation gives 8.02 eV.

```
50
C20H22ClN2O4P | the Open Molecules 2025 dataset | wB97M-V/def2-TZVPD
C -2.252 -2.772 0.660
H 0.727 0.045 -2.988
H -4.164 1.626 4.156
H -2.527 -3.766 0.318
C -3.128 1.298 4.131
N 0.027 0.485 1.463
C -1.584 -1.182 -6.430
H -1.371 1.590 2.909
H -1.080 -2.303 -2.787
C 4.852 0.658 0.954
C -1.913 -2.473 -6.056
H -2.310 -3.164 -6.784
H -1.859 -2.202 -0.179
C 2.671 0.682 2.676
N -1.016 0.122 -1.894
C -1.223 -1.990 -3.811
H 1.811 0.688 3.326
H -2.024 0.236 -1.870
H -1.480 -2.855 1.422
C -2.404 1.945 2.963
H -1.724 -0.862 -7.452
P -2.754 0.407 0.839
H -1.987 -3.881 -4.445
O 0.914 0.369 -0.576
O -3.136 -0.819 1.819
H -3.932 -2.650 2.023
H 3.422 0.481 -0.622
C 3.947 0.776 3.189
H 4.107 0.859 4.253
C -0.423 0.304 -0.706
H -0.829 0.714 -5.791
H -3.108 0.217 4.025
C 3.574 0.564 0.443
H -2.411 3.035 3.062
H -0.408 1.296 -3.532
Cl 6.633 0.882 2.966
C -0.985 0.373 0.557
C -1.732 -2.875 -4.743
H 5.708 0.650 0.297
H -4.204 -1.890 0.429
O -3.065 1.681 1.725
O -3.504 0.407 -0.422
C -3.471 -2.062 1.224
C 1.130 0.479 0.780
C -0.332 0.265 -3.158
C -0.894 -0.691 -4.179
C 2.470 0.575 1.298
C -1.080 -0.294 -5.495
C 5.034 0.764 2.325
H -2.642 1.578 5.062
```

Mulliken population analysis, charges in e, atoms 1 to 8: C -0.585; H 0.323; H 0.281; H 0.433; C -1.092; N -0.667; C -0.586; H 0.125


Below is one molecule with the formula C4H6IP, with properties calculated with wB97M-V/def2-TZVPD.

The HOMO energy (alpha / beta) is -0.312 / -0.295 hartree. For the energy, the calculation gives -794.93014 Eh. The calculation puts the energy relative to the best compared isomer or geometry (same formula, charge and spin) at 85.7 kcal/mol. For the orbital gap (alpha / beta), the calculation gives 7.62 / 7.76 eV.

```
12
C4H6IP | the Open Molecules 2025 dataset | wB97M-V/def2-TZVPD
H -0.648 0.367 1.255
H 1.021 0.617 0.834
H 0.531 -2.002 1.446
I -2.982 -1.694 1.177
H -2.113 0.864 -2.055
H 1.145 -1.540 -0.209
H -0.161 1.881 -0.592
C -1.392 0.414 -1.430
C 0.249 -1.446 0.496
C 0.070 0.046 0.571
C -0.418 0.780 -0.672
P -1.184 -2.332 -0.354
```

Mulliken population analysis, charges in e, atoms 1 to 8: H 0.320; H 0.313; H 0.346; I -0.073; H 0.285; H 0.329; H 0.263; C -0.729